DFT (the ωB97M-V functional and the def2-TZVPD basis) results for a structure of composition C37H51BrKN5OSb2.

Computed properties:
total energy = -148138.3511 eV
LUMO = 0.350 eV
Kohn-Sham gap = 0.2962 Ha
E_HOMO = -7.71 eV

Cartesian coordinates (Å):
1 K -1.452160 -0.022133 -0.942597
2 C 1.343500 -1.656767 -2.399848
3 C 1.721926 -0.218235 -2.597764
4 C 2.905679 0.137878 -3.240381
5 C 3.190740 1.477060 -3.421777
6 C 2.278466 2.425797 -2.982583
7 C 1.108268 1.998152 -2.363490
8 N 0.859211 0.701549 -2.161482
9 Sb -0.331041 3.576163 -1.959634
10 C -1.981795 2.747384 -3.085512
11 C -2.865642 3.671985 -3.626604
12 C -3.947553 3.206124 -4.354980
13 C -4.104464 1.843915 -4.520726
14 C -3.176822 0.980756 -3.948313
15 C -3.333556 -0.507935 -4.018550
16 N -2.129261 1.432950 -3.252791
17 C -1.125974 3.303135 0.046446
18 C -1.458508 4.504571 0.660024
19 C -2.076229 4.468419 1.902059
20 C -2.355319 3.245277 2.477261
21 C -1.992183 2.082958 1.802229
22 C -2.331186 0.719345 2.325986
23 N -1.361021 2.127751 0.627026
24 H 2.218460 -2.304362 -2.441744
25 H 0.648626 -1.975168 -3.180476
26 H 0.849082 -1.814461 -1.441240
27 H 3.589526 -0.628930 -3.580388
28 H 4.110131 1.783059 -3.905337
29 H 2.469473 3.481800 -3.125336
30 H -2.716248 4.733118 -3.473301
31 H -4.662002 3.898437 -4.781989
32 H -4.943316 1.442798 -5.073835
33 H -4.038274 -0.802033 -4.796376
34 H -3.710909 -0.856007 -3.051553
35 H -2.370427 -0.985490 -4.207665
36 H -1.246124 5.450270 0.177750
37 H -2.347621 5.387926 2.405432
38 H -2.859997 3.179013 3.432002
39 H -2.596581 0.746995 3.382520
40 H -1.485124 0.044235 2.185883
41 H -3.174946 0.314469 1.758093
42 C -3.935171 -4.307130 -4.725662
43 C -3.439102 -3.968796 -3.348855
44 C -4.301641 -3.552678 -2.337894
45 C -3.805717 -3.213795 -1.094135
46 C -2.435639 -3.329814 -0.920630
47 Br -1.689702 -2.914464 0.790641
48 N -1.583204 -3.697812 -1.847000
49 C -2.087522 -4.013090 -3.043101
50 H -4.918566 -4.774473 -4.684621
51 H -3.253834 -4.988335 -5.234589
52 H -4.022592 -3.406087 -5.336663
53 H -5.365099 -3.472765 -2.529844
54 H -4.433922 -2.824368 -0.309120
55 H -1.365481 -4.318827 -3.793950
56 O -4.365896 2.206066 -0.805648
57 C -4.244720 1.005052 -0.736047
58 N -4.083896 -0.172024 -0.673079
59 C 4.059511 1.650729 2.684511
60 C 3.012086 1.289024 1.637694
61 C 3.703631 1.012722 0.303312
62 C 2.061287 2.468469 1.424813
63 Sb 1.715792 -0.439533 2.102300
64 C 3.113849 -2.146609 2.041294
65 C 2.468343 -3.311617 2.792113
66 C 4.509757 -1.895059 2.601834
67 C 3.213849 -2.546559 0.567012
68 C 1.323182 -0.204505 4.263761
69 C 0.769532 1.205250 4.477726
70 C 0.219099 -1.205852 4.615886
71 C 2.512523 -0.430090 5.191520
72 H 4.658866 2.492719 2.315709
73 H 4.743361 0.827179 2.892850
74 H 3.609576 1.965984 3.625428
75 H 4.204964 1.926693 -0.038574
76 H 2.988932 0.726588 -0.471505
77 H 4.462064 0.233237 0.376212
78 H 2.636244 3.353797 1.124353
79 H 1.495152 2.728057 2.321316
80 H 1.341360 2.249244 0.634540
81 H 2.458639 -3.155115 3.870787
82 H 3.040984 -4.226817 2.600330
83 H 1.442321 -3.493884 2.460469
84 H 4.488963 -1.579633 3.645048
85 H 5.053409 -1.141621 2.032315
86 H 5.092247 -2.823409 2.548960
87 H 2.237818 -2.835407 0.171242
88 H 3.881444 -3.410948 0.466697
89 H 3.611012 -1.745863 -0.060052
90 H -0.060897 1.429375 3.804108
91 H 1.529962 1.974120 4.340852
92 H 0.394775 1.294917 5.504480
93 H -0.670230 -1.066843 3.998525
94 H -0.079789 -1.063681 5.661335
95 H 0.544908 -2.240259 4.505986
96 H 3.345574 0.237784 4.975861
97 H 2.878535 -1.455964 5.145704
98 H 2.200224 -0.245039 6.226989

Cartesian forces, eV/Å:
K -0.01 -0.45 -0.03
C 0.02 -0.03 -0.01
C 0.06 0.04 -0.03
C 0.00 0.01 0.03
C 0.02 0.02 -0.01
C 0.00 -0.01 0.01
C 0.00 0.03 0.05
N -0.07 0.01 0.00
Sb 0.06 0.04 -0.03
C -0.02 0.03 0.00
C 0.01 -0.01 0.02
C -0.01 0.00 -0.01
C -0.01 0.01 0.00
C 0.00 -0.02 0.03
C 0.01 0.00 0.01
N 0.08 0.09 0.11
C 0.03 0.10 0.00
C 0.00 -0.02 0.01
C -0.01 0.02 0.01
C 0.01 0.01 0.01
C 0.02 0.01 0.00
C -0.03 0.05 0.00
N -0.03 0.01 -0.19
H -0.02 -0.02 -0.01
H -0.01 0.01 0.00
H 0.01 0.03 0.02
H -0.01 -0.01 0.00
H 0.00 0.00 0.00
H -0.01 0.00 0.00
H 0.01 0.00 0.00
H 0.00 0.00 0.00
H 0.00 0.00 0.00
H 0.00 0.00 0.00
H -0.01 0.00 -0.01
H 0.00 0.00 -0.01
H 0.01 0.00 -0.01
H 0.00 0.00 0.00
H 0.00 -0.01 0.00
H 0.00 0.00 0.00
H 0.01 -0.01 0.01
H 0.01 0.00 -0.01
C 0.00 0.00 0.00
C 0.00 0.00 -0.01
C 0.00 0.01 -0.01
C 0.01 0.02 0.01
C 0.02 -0.01 0.03
Br 0.05 0.00 0.00
N 0.00 -0.01 0.00
C 0.01 0.00 0.01
H 0.00 -0.01 0.00
H 0.00 0.00 0.00
H -0.01 0.00 0.00
H 0.00 0.00 0.00
H -0.01 -0.02 0.00
H 0.00 0.00 0.00
O -0.02 0.00 0.02
C -0.06 0.05 -0.02
N -0.11 0.02 0.04
C 0.00 -0.01 0.00
C -0.01 0.00 0.04
C -0.02 -0.01 0.01
C 0.00 0.00 -0.01
Sb 0.05 0.00 -0.03
C -0.01 0.01 -0.01
C -0.01 0.01 0.00
C -0.01 -0.01 -0.01
C 0.00 0.00 0.02
C -0.02 0.00 -0.02
C 0.02 -0.01 0.02
C 0.00 0.00 -0.01
C -0.02 0.00 0.00
H 0.00 0.00 0.00
H -0.02 0.03 0.01
H -0.02 0.00 0.03
H 0.00 0.00 0.00
H 0.01 0.00 0.02
H 0.03 -0.03 0.02
H 0.00 0.00 0.00
H 0.02 0.01 -0.04
H -0.01 0.01 -0.01
H -0.01 0.00 0.01
H 0.00 0.00 0.00
H 0.00 0.00 0.00
H 0.01 0.00 -0.02
H 0.00 0.01 -0.03
H 0.00 0.00 0.00
H 0.01 0.00 0.00
H 0.00 0.00 0.00
H -0.01 -0.01 -0.01
H -0.01 0.00 -0.01
H 0.02 0.00 0.02
H 0.00 0.00 0.00
H -0.01 0.00 0.00
H 0.00 0.00 0.00
H 0.00 -0.01 -0.01
H 0.02 0.01 -0.01
H 0.00 0.00 0.00
H 0.00 0.00 0.00